{"formula": "C44H39Cl2CsF7N5O4Sb", "method": "the ωB97M-V functional and the def2-TZVPD basis", "relative_energy_kcal_mol": 28.0, "s_squared": 0.798, "homo_lumo_gap_ev": [4.78, 3.41], "total_energy_ev": -113059.9074, "multiplicity": 2, "lumo_energy_ev": [3.46, 2.08], "charge": -2, "symbols": ["Cs", "C", "C", "N", "C", "C", "C", "C", "C", "C", "C", "N", "C", "C", "C", "C", "C", "C", "C", "C", "N", "C", "H", "H", "H", "H", "H", "H", "H", "H", "H", "H", "H", "H", "C", "C", "C", "C", "C", "C", "C", "C", "C", "C", "C", "C", "N", "C", "C", "C", "C", "C", "C", "F", "H", "H", "H", "H", "H", "H", "H", "H", "H", "H", "H", "H", "H", "H", "H", "H", "H", "H", "H", "H", "H", "Cl", "C", "Cl", "H", "H", "F", "Sb", "F", "F", "F", "F", "F", "O", "C", "O", "C", "C", "C", "C", "C", "C", "N", "O", "O", "H", "H", "H", "H"], "coordinates": [[0.00130, -0.80258, -0.62534], [-2.53443, -2.95747, -3.39037], [-1.38206, -2.14686, -3.40613], [-1.40197, -0.85871, -3.17735], [-2.58909, -0.25740, -2.89319], [-3.80733, -0.97787, -2.88003], [-3.73483, -2.36816, -3.13463], [-5.03601, -0.32725, -2.61794], [-5.01552, 1.02350, -2.38492], [-3.83055, 1.76605, -2.38653], [-2.57586, 1.17141, -2.59371], [-1.39619, 1.78815, -2.43291], [-1.23213, 3.10577, -2.55565], [-1.81859, 3.90631, -3.55063], [-1.53030, 5.26561, -3.68376], [-0.67394, 5.92283, -2.83326], [-0.07865, 5.18636, -1.78191], [0.76454, 5.79159, -0.82075], [1.27369, 5.05441, 0.20735], [0.93912, 3.68597, 0.27482], [0.17685, 3.08401, -0.59838], [-0.33726, 3.79979, -1.63080], [-2.44864, -4.02360, -3.55800], [-0.40916, -2.58213, -3.62087], [-4.64872, -2.95364, -3.10339], [-5.95470, -0.90092, -2.59504], [-5.94900, 1.53949, -2.17656], [-3.86398, 2.82579, -2.16589], [-2.49909, 3.42869, -4.24483], [-2.00180, 5.81876, -4.49112], [-0.46016, 6.97976, -2.94011], [0.98747, 6.85013, -0.91354], [1.91553, 5.49678, 0.95970], [1.32736, 3.07538, 1.08751], [-2.15450, 3.60928, 2.91210], [-3.01267, 2.49162, 2.31269], [-2.41851, 1.98853, 1.00233], [-3.33980, 1.36392, 3.28085], [-4.65355, 1.24235, 3.72381], [-5.05403, 0.20880, 4.55265], [-4.12720, -0.74502, 4.93244], [-2.79795, -0.68764, 4.51788], [-1.90445, -1.86566, 4.89666], [-0.85495, -1.56823, 5.97177], [-1.26250, -2.54853, 3.68920], [-2.40981, 0.39785, 3.70730], [-1.09125, 0.45218, 3.19452], [-0.15053, 1.07685, 3.89225], [-0.34897, 1.81947, 5.09411], [0.69248, 2.47653, 5.70040], [1.97810, 2.42034, 5.14937], [2.22490, 1.69756, 3.98762], [1.18109, 1.04092, 3.38019], [1.41162, 0.34117, 2.27726], [-2.13846, 4.45639, 2.22263], [-1.11896, 3.29713, 3.04511], [-2.53893, 3.95602, 3.87586], [-3.98541, 2.93940, 2.08366], [-1.38385, 1.67233, 1.13359], [-2.39898, 2.79022, 0.26113], [-2.97675, 1.15121, 0.59011], [-5.37695, 1.97495, 3.38425], [-6.08550, 0.13088, 4.87373], [-4.43635, -1.58466, 5.54599], [-2.59386, -2.59074, 5.34100], [-0.02364, -0.98355, 5.58628], [-0.44035, -2.50860, 6.34326], [-1.28590, -1.02663, 6.81749], [-0.47658, -1.94109, 3.24335], [-1.99230, -2.75275, 2.90574], [-0.81599, -3.49976, 3.98752], [-1.35163, 1.86017, 5.49864], [0.51912, 3.04672, 6.60381], [2.79379, 2.94693, 5.62777], [3.20878, 1.63946, 3.54183], [3.26920, -4.77238, 2.76499], [2.88952, -3.42390, 1.64888], [1.17697, -3.33819, 1.25749], [3.44035, -3.56468, 0.72922], [3.17513, -2.50592, 2.14864], [2.47448, -0.64610, -0.76321], [3.72989, -1.36443, -2.00711], [2.38010, -1.68547, -3.28496], [3.38104, -3.09715, -1.30570], [5.04337, -2.10274, -3.14566], [5.05150, -1.12906, -0.66482], [4.03691, 0.35995, -2.69442], [-2.64385, -0.98646, 0.16309], [-2.44529, -2.21345, 0.11375], [-1.46894, -2.82037, -0.39195], [-3.50725, -3.06435, 0.81070], [-4.30139, -2.48358, 1.79377], [-5.25170, -3.23057, 2.47937], [-5.44003, -4.56754, 2.16678], [-4.65624, -5.11548, 1.16482], [-3.68611, -4.40196, 0.48666], [-4.87147, -6.53696, 0.81772], [-4.44734, -6.93420, -0.24830], [-5.56685, -7.20605, 1.56540], [-4.15669, -1.43032, 2.00461], [-5.84893, -2.76781, 3.25529], [-6.17056, -5.17971, 2.67417], [-3.06132, -4.85860, -0.26767]], "forces_ev_per_a": [[0.1083, 2.3329, -0.0917], [0.0754, -0.0179, -0.0501], [-0.0682, 0.0198, -0.2442], [-0.3951, -0.0040, -0.2136], [0.0647, 0.1117, -0.1311], [0.0084, -0.1163, -0.0692], [-0.0713, 0.0367, 0.0315], [0.0989, 0.0113, -0.0126], [-0.0673, 0.0679, 0.0258], [0.0022, -0.0354, -0.0280], [-0.0146, -0.1012, -0.1117], [0.0049, -0.2091, 0.2154], [0.0303, 0.1619, 0.0699], [-0.0276, -0.0117, 0.0168], [-0.0186, 0.0085, -0.0441], [0.0185, -0.0641, 0.0412], [0.0170, 0.0627, 0.0017], [-0.0032, 0.0315, -0.0216], [-0.0132, -0.0244, 0.0148], [0.0590, 0.0178, -0.0068], [0.0947, 0.0285, -0.0984], [-0.0844, -0.1637, 0.0628], [0.0006, -0.0022, -0.0031], [0.0092, -0.0160, 0.0548], [-0.0011, 0.0063, 0.0025], [-0.0091, -0.0014, -0.0005], [0.0145, 0.0125, 0.0016], [-0.0294, -0.0022, 0.0105], [0.0055, 0.0223, -0.0098], [-0.0022, -0.0130, -0.0043], [0.0039, 0.0057, 0.0016], [0.0023, -0.0047, -0.0051], [0.0056, -0.0064, 0.0018], [0.0005, -0.0174, 0.0073], [0.0114, 0.0421, -0.0214], [-0.0853, -0.0411, 0.0558], [0.0571, 0.1260, -0.1321], [-0.0222, -0.0132, 0.0471], [0.0220, 0.0412, -0.0037], [0.0261, 0.0031, 0.0253], [0.0429, 0.0231, 0.0418], [-0.0185, 0.0081, -0.0416], [-0.0084, 0.0332, -0.0791], [-0.0832, 0.0208, 0.0701], [0.0405, -0.0127, -0.0607], [0.1920, -0.0393, -0.1881], [-0.1033, -0.2530, 0.3297], [-0.0240, 0.0177, -0.0862], [0.0359, -0.0770, -0.0204], [0.0450, -0.0455, -0.0424], [0.0249, 0.0693, 0.0787], [-0.0527, -0.0591, -0.0648], [-0.0448, 0.0961, 0.1288], [0.0083, -0.0382, -0.0744], [-0.0108, 0.0013, -0.0028], [-0.0103, 0.0065, -0.0085], [-0.0063, -0.0145, 0.0006], [0.0046, 0.0064, -0.0360], [-0.0417, -0.0402, -0.0404], [-0.0380, 0.0183, 0.0369], [-0.0005, 0.0040, 0.0130], [-0.0114, -0.0049, 0.0045], [-0.0064, -0.0019, 0.0049], [-0.0108, 0.0079, -0.0080], [-0.0018, -0.0077, -0.0164], [0.0654, 0.0959, -0.0902], [-0.0040, 0.0053, -0.0014], [-0.0110, -0.0078, -0.0009], [0.0075, 0.0467, 0.0267], [0.0335, -0.0019, 0.0822], [0.0222, 0.0085, 0.0247], [-0.0074, 0.0079, 0.0084], [0.0051, 0.0019, 0.0052], [-0.0045, -0.0025, 0.0046], [0.0040, 0.0072, 0.0131], [-0.0209, 0.0444, -0.0469], [-0.0014, 0.1146, 0.0924], [0.0568, -0.3139, 0.1085], [0.0240, -0.0462, 0.0065], [0.0142, -0.0047, -0.0180], [1.8246, 0.0088, -0.1853], [0.2612, -0.1020, 0.0512], [-0.0746, 0.1034, 0.0743], [0.0126, -0.0553, 0.0242], [0.0624, -0.0008, -0.1035], [0.0643, 0.0106, 0.0029], [0.0617, 0.0359, -0.0149], [-0.3734, -0.1668, 0.1378], [-0.3079, -0.2609, 0.2528], [-1.3244, -1.4766, 0.3098], [-0.0947, -0.0419, -0.0363], [-0.1502, 0.0011, -0.0663], [0.0134, -0.0163, -0.0465], [0.0359, 0.0544, 0.0659], [0.1432, -0.3630, 0.0664], [0.0897, 0.1087, 0.0452], [-0.7289, 0.4917, -0.3482], [0.3000, -0.1342, 0.1291], [0.2307, -0.1451, 0.1340], [0.0147, -0.0156, -0.0075], [0.0021, 0.0102, -0.0090], [0.0060, -0.0008, -0.0112], [-0.0012, -0.0044, -0.0038]]}